This record from the OMol25 dataset describes a 17-piece molecular cluster, C72H189N11O6 overall at a distorted geometry. The level of theory is ωB97M-V/def2-TZVPD.

XYZ file:
```
278
Properties=species:S:1:pos:R:3:forces:R:3
C 1.993 3.481 -6.033 0.382 -0.851 0.493
C 1.187 3.141 -4.802 1.160 -0.872 0.455
N -0.121 2.711 -5.104 -2.269 -0.403 0.479
C -0.301 1.284 -5.564 -0.563 -0.088 1.559
C -0.238 0.244 -4.359 1.539 0.810 -1.250
C -0.972 2.979 -3.892 -0.636 -2.373 -0.559
C -2.479 2.656 -4.228 1.389 0.788 1.020
H 1.625 4.356 -6.545 -0.288 0.351 0.018
H 1.860 2.631 -6.702 0.604 0.062 -0.285
H 3.038 3.650 -5.742 -0.057 -0.205 -0.408
H 1.640 2.413 -4.079 0.584 -0.173 -0.796
H 1.149 3.975 -4.151 -0.438 1.340 0.401
H -1.259 1.208 -6.093 -0.032 0.166 0.395
H 0.396 0.954 -6.323 0.661 0.445 0.006
H -0.938 0.488 -3.575 -0.391 -0.294 0.019
H -0.334 -0.789 -4.742 -0.045 0.483 0.336
H 0.786 0.374 -3.916 -0.784 -0.436 -0.235
H -0.906 4.020 -3.588 0.151 0.150 -0.277
H -0.583 2.353 -2.995 -0.777 1.058 -1.405
H -2.746 3.096 -5.166 -0.171 0.694 -0.462
H -3.071 3.039 -3.419 -0.532 0.547 0.262
H -2.819 1.652 -4.299 0.488 -1.229 0.012
C -5.782 -3.982 -4.408 0.940 0.667 -0.230
C -4.277 -4.031 -4.369 0.087 0.434 -1.750
N -3.698 -3.164 -3.371 0.948 0.916 0.334
C -2.237 -3.026 -3.591 -0.110 -1.476 1.067
C -1.401 -4.197 -2.918 -1.108 0.611 -1.042
C -4.260 -1.769 -3.321 -1.343 -1.912 0.194
C -4.055 -0.834 -4.492 -0.448 1.195 -0.344
H -6.202 -4.245 -3.475 -0.450 -0.095 1.268
H -6.178 -4.673 -5.111 -0.274 -0.383 -0.894
H -6.005 -2.962 -4.650 -0.946 0.319 -0.325
H -4.012 -5.054 -4.245 0.741 -0.815 0.558
H -3.854 -3.776 -5.395 -0.543 -0.080 0.729
H -2.090 -2.906 -4.667 0.542 -0.321 -0.122
H -1.943 -2.096 -3.142 0.312 0.455 0.377
H -1.597 -5.144 -3.427 0.041 0.029 -0.006
H -0.347 -3.994 -2.986 0.509 0.137 -0.161
H -1.642 -4.340 -1.864 -0.220 0.255 -0.017
H -3.819 -1.367 -2.434 0.259 0.562 0.576
H -5.329 -1.939 -3.082 0.469 0.560 -0.167
H -4.475 -1.167 -5.468 0.606 -0.198 0.591
H -2.976 -0.565 -4.554 -0.811 -0.127 -0.375
H -4.648 0.112 -4.296 0.829 -0.874 0.019
C -4.070 -2.234 3.761 -0.673 -1.107 -0.842
C -4.798 -3.336 2.944 2.570 0.284 -0.525
N -6.088 -2.875 2.559 -1.005 -0.284 -1.893
C -6.955 -4.054 2.299 0.086 0.545 1.907
C -6.613 -5.027 1.208 0.775 0.288 -0.377
C -5.998 -1.981 1.371 -0.830 0.660 1.488
C -7.376 -1.485 0.973 1.821 0.790 0.053
H -3.060 -2.532 3.886 1.106 -0.283 0.502
H -4.534 -1.992 4.716 -0.110 0.003 -0.151
H -4.016 -1.395 3.096 -0.077 0.875 0.050
H -4.091 -3.617 2.048 -1.313 0.666 1.098
H -4.856 -4.287 3.466 -0.227 0.042 0.476
H -6.874 -4.549 3.281 -0.440 -0.247 -0.345
H -8.007 -3.748 2.203 0.353 0.078 -0.020
H -7.394 -5.754 1.240 -0.321 -0.927 -0.007
H -6.736 -4.527 0.249 0.410 -0.065 -0.297
H -5.602 -5.505 1.288 -0.942 0.514 -0.098
H -5.595 -2.467 0.512 0.981 -0.623 -0.642
H -5.379 -1.087 1.669 -0.467 -0.943 -0.539
H -8.136 -2.164 0.829 -1.261 -2.049 -0.636
H -7.322 -0.847 0.130 0.206 0.500 -1.243
H -7.747 -0.868 1.710 -0.774 1.478 2.010
C -7.773 2.265 -3.909 -1.760 0.658 0.577
C -7.350 3.377 -2.973 -1.163 0.670 -0.005
N -6.013 3.264 -2.406 0.325 1.451 1.396
C -5.586 4.670 -1.973 1.205 -2.441 0.098
C -4.957 5.468 -3.083 0.066 -0.407 -0.395
C -6.003 2.392 -1.136 0.476 1.884 -1.576
C -4.607 1.920 -0.807 -0.096 -0.152 -0.834
H -8.831 1.982 -3.744 0.316 0.527 -0.307
H -7.292 1.363 -3.788 1.585 -1.969 0.699
H -7.619 2.521 -4.918 0.025 0.434 -1.380
H -7.550 4.361 -3.531 0.770 -1.202 0.957
H -8.063 3.371 -2.137 -0.160 0.286 0.048
H -4.808 4.406 -1.214 -0.534 0.912 -0.353
H -6.388 5.217 -1.508 -0.577 0.105 0.403
H -4.095 4.938 -3.451 0.369 -0.327 -0.188
H -4.561 6.398 -2.688 -0.345 0.461 -0.161
H -5.615 5.583 -3.959 0.068 0.384 0.456
H -6.426 2.896 -0.253 -0.159 0.239 -0.328
H -6.614 1.556 -1.360 -0.674 -0.982 -0.164
H -4.775 1.265 0.017 0.481 -0.408 1.078
H -4.259 1.267 -1.623 0.248 0.471 0.120
H -3.886 2.728 -0.569 -0.396 -0.619 -0.104
C 7.510 2.009 3.229 0.328 0.667 1.563
C 8.178 1.817 1.886 0.073 0.124 1.803
N 7.250 1.983 0.795 1.309 1.313 0.109
C 7.008 3.444 0.852 -3.369 -0.443 0.135
C 5.846 3.807 -0.063 1.191 -0.180 -1.961
C 8.019 1.595 -0.423 -1.362 -0.792 0.488
C 7.808 0.070 -0.663 0.205 -0.314 1.757
H 8.087 1.691 4.108 0.197 -0.449 -0.508
H 6.551 1.568 3.285 -0.902 -1.312 -0.215
H 7.216 2.986 3.544 0.290 1.319 -0.268
H 9.068 2.521 1.789 -0.624 -1.025 0.058
H 8.432 0.781 1.989 0.986 -0.640 -0.688
H 6.703 3.737 1.881 0.461 -0.329 -0.733
H 7.801 4.040 0.523 1.962 0.756 -0.198
H 4.987 3.160 0.100 -0.023 0.113 -0.194
H 5.572 4.861 -0.037 -0.092 0.027 0.365
H 6.284 3.680 -1.121 -1.235 -0.022 1.191
H 9.067 1.834 -0.220 0.131 -0.014 -0.556
H 7.611 2.203 -1.221 0.247 -0.141 -0.476
H 8.273 -0.342 -1.552 -0.262 0.258 -0.447
H 6.740 -0.242 -0.521 0.840 0.544 -0.610
H 8.331 -0.494 0.159 -0.380 0.573 -0.549
C 4.097 -0.766 -7.093 0.717 -0.272 -0.320
C 3.767 0.013 -5.827 -0.146 1.618 0.051
N 4.300 -0.546 -4.611 1.042 1.094 0.929
C 3.681 -1.778 -4.427 0.536 -3.941 0.208
C 4.620 -2.878 -3.777 -2.409 -1.241 -1.584
C 4.270 0.275 -3.317 0.901 -0.751 -2.253
C 5.330 1.382 -3.281 -0.877 0.508 0.687
H 3.599 -1.716 -7.208 -0.606 -0.308 0.488
H 5.134 -1.080 -7.123 0.491 0.447 -0.120
H 3.812 -0.276 -8.020 0.236 0.622 0.078
H 4.076 1.087 -5.846 -0.159 -0.748 -0.489
H 2.682 -0.016 -5.786 -0.769 0.481 0.191
H 2.817 -1.803 -3.792 -1.007 0.688 0.747
H 3.270 -2.171 -5.395 0.658 0.176 0.946
H 5.074 -2.535 -2.892 0.355 0.440 1.286
H 3.928 -3.796 -3.536 1.564 1.522 -0.349
H 5.433 -3.165 -4.452 -0.250 -0.080 -0.044
H 4.510 -0.424 -2.511 -0.204 0.003 -0.119
H 3.264 0.628 -3.179 -0.701 0.449 0.251
H 5.062 1.994 -2.355 0.766 -0.534 -1.196
H 5.340 2.045 -4.180 -0.144 -0.482 0.670
H 6.308 0.900 -3.183 -0.091 0.338 0.051
C -2.110 -5.212 2.746 1.205 1.898 0.594
C -0.908 -6.130 2.758 -0.480 -1.847 -0.259
N -0.365 -6.512 1.486 1.570 0.111 -2.647
C 0.833 -7.380 1.545 -0.607 1.720 1.441
C 2.076 -6.675 2.091 -0.252 0.929 0.593
C -1.409 -7.096 0.658 -0.941 -1.179 1.420
C -1.136 -7.826 -0.640 0.513 1.215 -0.789
H -3.032 -5.701 2.533 -0.632 -0.435 0.007
H -2.046 -4.332 2.079 0.326 -0.611 -0.180
H -2.123 -4.706 3.731 -0.475 -0.563 -0.201
H -0.119 -5.871 3.421 0.640 0.950 0.389
H -1.246 -7.091 3.175 -0.407 -0.177 0.607
H 0.558 -8.228 2.147 0.184 -0.824 0.764
H 1.148 -7.797 0.621 -0.380 0.019 -1.285
H 2.304 -5.696 1.593 -0.045 -1.265 -0.418
H 1.982 -6.263 3.112 -0.099 -0.896 0.009
H 2.867 -7.432 2.037 0.301 0.695 0.114
H -2.091 -6.303 0.440 -0.501 0.642 -0.413
H -2.016 -7.764 1.317 0.159 -0.131 -0.126
H -2.077 -7.998 -1.144 -0.422 -0.259 0.140
H -0.552 -8.740 -0.724 0.066 0.026 0.677
H -0.677 -7.077 -1.283 0.484 -0.045 -0.381
C 3.085 4.006 5.880 -0.157 0.136 0.001
C 4.141 4.080 4.784 0.027 0.766 -1.354
N 3.812 3.426 3.487 0.657 0.945 1.182
C 2.777 4.119 2.731 0.772 0.022 -0.420
C 3.024 5.594 2.491 0.675 0.537 0.057
C 3.584 1.996 3.577 -0.899 -0.062 -1.999
C 3.860 1.391 2.148 0.459 -0.019 1.273
H 2.873 2.956 6.127 -0.049 0.356 0.098
H 2.161 4.495 5.542 0.078 -0.257 0.051
H 3.400 4.556 6.785 0.019 -0.377 -0.309
H 4.341 5.153 4.501 -0.019 -1.041 0.620
H 5.086 3.641 5.096 0.121 -0.013 0.266
H 1.810 3.919 3.152 -0.930 -0.077 0.124
H 2.853 3.710 1.726 -0.583 -0.261 -0.068
H 2.260 6.079 1.884 0.056 -0.448 -0.613
H 4.034 5.718 2.084 -0.265 -0.044 -0.534
H 3.058 6.274 3.317 -0.195 -0.031 1.240
H 4.351 1.534 4.211 -0.530 0.148 0.386
H 2.507 1.788 3.856 1.016 -0.174 0.255
H 3.657 0.290 2.185 0.251 0.916 -0.415
H 3.377 1.925 1.327 -0.554 -0.507 0.212
H 4.917 1.627 1.980 -0.040 -0.656 -0.162
C -5.854 5.799 1.980 -1.820 1.007 -0.086
C -4.478 5.649 2.498 1.292 -0.350 1.329
N -4.109 4.254 2.724 0.978 -0.162 -0.126
C -4.059 3.933 4.136 1.048 -0.517 0.239
C -3.764 2.438 4.356 0.224 0.854 -1.022
C -2.832 3.932 2.030 -0.322 0.300 0.376
C -1.594 4.661 2.581 -0.727 0.064 0.219
H -6.274 6.739 2.340 -0.025 0.221 -0.038
H -6.620 5.055 2.274 0.807 -0.044 -0.229
H -5.788 5.929 0.907 -0.479 -0.449 -0.328
H -3.789 5.969 1.702 -0.162 0.695 0.586
H -4.327 6.226 3.475 0.040 -0.363 -1.375
H -3.275 4.489 4.688 -0.009 0.143 -0.236
H -4.958 4.303 4.583 -0.932 -0.279 0.293
H -3.933 2.147 5.378 0.014 -0.272 0.297
H -4.371 1.887 3.651 -0.543 -0.425 0.118
H -2.734 2.224 4.020 -0.282 0.100 0.610
H -2.984 4.301 1.020 0.029 -0.511 -0.440
H -2.734 2.845 2.058 0.278 0.144 -0.300
H -0.646 4.282 2.202 -0.090 -0.009 -0.039
H -1.611 4.603 3.661 0.423 -0.278 0.269
H -1.715 5.727 2.378 0.291 0.069 -0.240
C 1.843 -1.230 0.118 0.144 -0.869 -0.609
C 0.641 -0.753 -0.646 -0.212 0.579 1.026
N -0.361 -0.231 0.298 0.538 0.315 -0.515
C -1.747 -0.437 -0.133 1.444 0.093 -0.440
C -2.101 -1.870 0.281 -1.481 0.652 -1.622
C -0.104 1.171 0.640 2.290 0.039 -1.261
C -0.166 2.272 -0.494 -0.862 -0.044 1.091
H 2.317 -0.526 0.742 0.219 1.398 0.702
H 2.622 -1.515 -0.579 0.190 -0.570 -0.137
H 1.570 -2.041 0.788 0.027 -0.461 -0.182
H 0.905 0.026 -1.344 0.238 0.312 -0.480
H 0.244 -1.567 -1.220 -0.450 -0.547 -0.277
H -2.332 0.213 0.521 -0.319 0.165 -0.450
H -1.774 -0.045 -1.233 -0.791 -1.170 1.506
H -1.550 -2.701 -0.086 1.119 -0.376 -0.729
H -2.090 -1.958 1.333 0.050 0.223 1.336
H -3.108 -2.096 -0.039 -0.629 -0.095 -0.025
H 0.877 1.200 1.168 -0.388 0.138 -0.517
H -0.797 1.314 1.395 -1.522 1.225 1.356
H -1.213 2.380 -0.813 0.189 -0.242 -0.228
H 0.471 2.127 -1.368 0.054 -0.283 0.328
H 0.062 3.285 -0.110 0.223 -0.609 0.145
C 6.714 -1.616 5.635 -1.939 -1.023 -1.502
C 5.586 -1.641 4.513 1.291 0.855 0.389
N 5.396 -2.936 3.838 -0.024 1.598 1.212
C 4.812 -3.867 4.757 0.188 -3.174 -0.775
C 3.451 -3.582 5.332 -0.825 0.110 -0.945
C 4.669 -2.856 2.574 -0.001 -1.111 -0.677
C 5.638 -2.592 1.408 0.755 -0.377 0.529
H 6.282 -2.181 6.458 0.550 -0.231 0.251
H 6.850 -0.610 5.981 0.281 0.542 -0.024
H 7.598 -2.068 5.210 0.413 -0.045 0.326
H 4.723 -1.217 5.051 -0.431 -0.297 -0.562
H 5.869 -0.918 3.753 -0.021 0.201 -0.177
H 4.810 -4.781 4.088 -0.292 0.281 1.309
H 5.459 -4.084 5.615 0.372 0.105 -0.414
H 3.541 -2.729 5.945 -0.166 1.055 0.980
H 2.745 -3.323 4.555 -0.171 0.171 -0.394
H 2.925 -4.347 5.893 0.586 -0.494 0.193
H 3.797 -2.215 2.606 -0.135 0.818 0.003
H 4.199 -3.853 2.386 0.407 0.430 0.280
H 6.168 -3.572 1.198 -0.243 1.341 0.247
H 6.347 -1.789 1.713 -0.222 -0.705 -0.282
H 5.186 -2.264 0.476 -0.409 -0.041 -0.012
C -0.161 8.128 -1.902 -1.733 -1.016 -0.807
O -0.017 7.012 -1.020 0.615 -0.251 -1.201
H 0.346 8.983 -1.493 -0.280 0.721 0.058
H 0.254 7.917 -2.892 0.631 -0.421 0.435
H -1.254 8.231 -2.219 1.142 0.588 1.009
H -0.443 7.183 -0.191 -0.377 0.337 0.507
C -0.396 1.596 5.122 0.231 1.092 -0.423
O -0.288 1.780 3.735 0.148 -0.698 -1.126
H -0.709 2.561 5.523 0.351 0.021 0.277
H -1.177 0.928 5.343 -1.021 -1.189 0.475
H 0.534 1.249 5.552 0.341 0.006 0.350
H -0.246 0.885 3.311 0.077 0.698 0.693
C 1.980 -4.736 -1.154 0.622 0.610 -0.270
O 3.271 -4.572 -0.609 0.437 0.094 -0.407
H 1.484 -3.793 -1.361 -0.035 0.366 0.011
H 2.082 -5.276 -2.069 0.208 -0.262 -0.844
H 1.352 -5.322 -0.552 -1.000 -0.782 1.175
H 3.245 -4.508 0.343 -0.208 0.088 0.257
C -4.414 -5.984 -1.249 0.548 -1.413 -0.863
O -4.027 -4.743 -0.760 0.435 1.179 -0.546
H -3.953 -6.164 -2.287 -0.877 0.062 1.300
H -4.007 -6.785 -0.585 -0.364 0.502 -0.389
H -5.514 -6.076 -1.258 0.308 -0.153 -0.299
H -3.937 -4.169 -1.562 -0.032 -0.022 0.645
C 2.591 4.813 -1.726 0.367 1.663 1.094
O 2.949 3.463 -1.829 0.060 0.305 0.969
H 1.632 5.097 -2.220 0.556 -0.323 0.628
H 2.638 5.051 -0.661 -1.068 -0.214 0.186
H 3.372 5.552 -2.000 -0.007 -0.600 -0.968
H 2.887 3.282 -2.740 0.089 -0.879 -1.792
C 0.480 -2.112 3.520 -0.481 0.610 -0.031
O -0.230 -0.992 2.990 0.333 -0.080 -0.107
H 0.115 -3.048 3.067 0.242 0.122 0.289
H 1.564 -2.025 3.464 0.177 0.081 -0.654
H 0.305 -2.060 4.585 -0.383 -0.470 0.325
H -0.145 -0.925 2.007 -0.046 -0.083 0.006
```
Positions in Å, forces in eV/Å.

Its net charge is 0. The LUMO energy is 0.46 eV. The HOMO-LUMO gap comes out at 8.44 eV.